1.
This record from OMol25 describes C25H14Cl6NOPRu as an isolated structure. The level of theory is ωB97M-V/def2-TZVPD.

Computed properties:
Energy, eV: -116678.4450
ΔE to the lowest compared entry with this formula, charge and spin, eV: 0.0000
Net charge: +2
Gap between HOMO and LUMO, eV: 5.8

Positions of all 49 atoms, in Å:
Ru  0.02887  1.53642  -0.13514
Cl  -3.04912  2.06356  -6.40085
C  -1.98258  2.01548  -5.07695
C  -2.47280  1.68044  -3.81343
Cl  -4.11619  1.31193  -3.53827
C  -1.57407  1.65407  -2.76391
Cl  -2.08927  1.26440  -1.13993
C  -0.23150  1.94397  -2.90939
O  0.60622  1.90774  -1.84169
C  0.26117  2.27717  -4.17059
Cl  1.92047  2.63041  -4.34173
C  -0.61924  2.31178  -5.25143
Cl  -0.03262  2.71914  -6.79596
Cl  2.29543  1.96391  0.53662
C  2.95838  0.37276  0.91616
C  4.31423  0.27262  1.12442
C  4.83678  -0.98476  1.41612
C  4.01613  -2.10179  1.49166
C  2.65234  -1.97963  1.28060
C  2.10544  -0.72532  1.00073
P  0.35610  -0.52467  0.76251
C  -0.45993  -1.98361  0.20499
C  -0.20213  -2.42469  -1.09844
C  -0.80530  -3.58482  -1.54686
C  -1.65174  -4.29672  -0.70267
C  -1.90001  -3.85986  0.59290
C  -1.30806  -2.69744  1.05738
C  -0.44979  0.39578  2.04463
C  0.29764  1.02201  3.07234
C  -0.34942  1.77491  4.02036
C  -1.73811  1.91083  3.96921
C  -2.49772  1.25381  3.00328
C  -1.86718  0.49450  2.04597
H  4.95510  1.14069  1.05037
H  5.90199  -1.08535  1.57497
H  4.44038  -3.07132  1.71174
H  2.00981  -2.84975  1.33154
H  0.46398  -1.87076  -1.75115
H  -0.61681  -3.93773  -2.55133
H  -2.11937  -5.20508  -1.05844
H  -2.55106  -4.42789  1.24297
H  -1.49121  -2.36205  2.07054
H  1.37350  0.90937  3.10780
H  0.21388  2.27110  4.79803
H  -2.23637  2.52825  4.70539
H  -3.57427  1.35108  2.99926
H  -2.44713  -0.03576  1.29983
N  -0.96900  3.96787  1.53629
C  -0.60582  3.06303  0.91956

Results of the natural (NBO) charge analysis, in e, for atoms 1 through 8: Ru 0.50; Cl 0.15; C -0.07; C -0.07; Cl 0.12; C -0.13; Cl 0.27; C 0.28



2.
This record from OMol25 describes a 2-piece molecular cluster, C3H12N2O2 overall at a distorted geometry. The level of theory is ωB97M-V/def2-TZVPD.

Computed properties:
Energy, eV: -10369.2496
ΔE to the lowest compared entry with this formula, charge and spin, eV: 4.0765
Net charge: +1
Gap between HOMO and LUMO (alpha / beta), eV: 10.4 / 4.4
Spin multiplicity: 2

Positions of all 19 atoms, in Å:
N  -1.92246  -1.05384  -0.71126
C  -0.98180  -0.09413  -0.10373
C  -1.43198  1.33597  -0.71887
O  -0.33090  1.80919  -1.54534
C  -1.07218  -0.09056  1.49192
N  0.18940  0.32698  2.28688
H  -2.44911  -0.63662  -1.50034
H  -1.31162  -1.71600  -1.30519
H  -0.00843  -0.38396  -0.48783
H  -2.43165  1.22287  -1.21115
H  -1.54947  1.98302  0.16249
H  0.55254  1.58193  -1.13980
H  -1.86967  0.64644  1.78793
H  -1.49180  -1.12619  1.67926
H  0.02570  -0.08917  3.22850
H  0.12788  1.43049  2.46896
H  3.79148  -1.42600  -0.43033
H  4.68141  -2.85211  -0.57503
O  4.70340  -1.86598  -0.67001

Results of the natural (NBO) charge analysis, in e, for atoms 1 through 8: N -0.49; C -0.08; C -0.04; O -0.62; C -0.22; N -0.77; H 0.41; H 0.40



3.
This record from OMol25 describes a 2-piece molecular cluster, C4H12 overall at a distorted geometry. The level of theory is ωB97M-V/def2-TZVPD.

Computed properties:
Energy, eV: -4342.3949
ΔE to the lowest compared entry with this formula, charge and spin, eV: 0.1333
Gap between HOMO and LUMO, eV: 12.8

Positions of all 16 atoms, in Å:
C  -0.41359  2.34916  1.02855
C  -0.88634  1.03547  1.66300
H  -0.98188  3.15572  1.48116
H  0.63642  2.55096  1.24045
H  -0.57620  2.36711  -0.04541
H  -0.58736  0.10140  1.19087
H  -1.95300  1.08067  1.85966
H  -0.45351  0.99391  2.67095
C  0.45832  -1.36641  -0.71500
C  0.86760  -2.04003  -2.02835
H  -0.56713  -1.00968  -0.80619
H  0.48391  -2.10913  0.07499
H  1.07376  -0.50503  -0.48158
H  1.88719  -2.41990  -2.01487
H  0.82172  -1.32006  -2.85328
H  0.19009  -2.86415  -2.26496

Results of the natural (NBO) charge analysis, in e, for atoms 1 through 8: C -0.61; C -0.61; H 0.20; H 0.20; H 0.20; H 0.21; H 0.20; H 0.20



4.
This record from OMol25 describes one molecule with the formula C3H5NO at a distorted geometry. The level of theory is ωB97M-V/def2-TZVPD.

Computed properties:
Energy, eV: -6727.5275
ΔE to the lowest compared entry with this formula, charge and spin, eV: 2.0452
Gap between HOMO and LUMO, eV: 10.8

Positions of all 10 atoms, in Å:
O  -2.53893  0.02999  -0.24806
C  -1.38633  0.07927  0.19326
C  -0.13820  -0.15499  -0.52712
C  1.13952  -0.53595  0.07555
N  0.97164  0.88184  -0.29174
H  -1.39247  0.22008  1.27439
H  -0.35033  -0.32937  -1.59504
H  1.15899  -0.72349  1.12219
H  1.99080  -0.93104  -0.51161
H  0.54532  1.46367  0.50819

Results of the natural (NBO) charge analysis, in e, for atoms 1 through 8: O -0.51; C 0.39; C -0.22; C -0.24; N -0.53; H 0.12; H 0.23; H 0.20



5.
This record from OMol25 describes one molecule with the formula C4H8N4O at a distorted geometry. The level of theory is ωB97M-V/def2-TZVPD.

Computed properties:
Energy, eV: -12284.2269
ΔE to the lowest compared entry with this formula, charge and spin, eV: 2.2103
Gap between HOMO and LUMO, eV: 8.7

Positions of all 17 atoms, in Å:
C  2.83038  -1.07749  0.28588
O  2.01037  -0.18314  1.13453
C  0.79970  0.00526  0.65923
N  0.49595  -0.13413  -0.60329
C  -0.82619  0.22138  -0.69681
N  -1.45903  0.29022  -1.96894
C  -1.40906  0.36445  0.53847
N  -2.73241  0.92680  0.93172
N  -0.31631  0.25413  1.39868
H  3.15717  -0.55756  -0.72398
H  2.23153  -2.07763  0.14794
H  3.62712  -1.31453  0.97157
H  -1.14803  -0.45530  -2.65459
H  -1.06718  1.08463  -2.55382
H  -3.16963  0.69551  0.07438
H  -2.50226  1.95885  0.70987
H  -0.52210  -0.00145  2.34917

Results of the natural (NBO) charge analysis, in e, for atoms 1 through 8: C -0.26; O -0.50; C 0.64; N -0.55; C 0.20; N -0.85; C 0.19; N -0.79



6.
This record from OMol25 describes C21H35GeN3O4Se4SiTe2W as an isolated structure. The level of theory is ωB97M-V/def2-TZVPD.

Computed properties:
Energy, eV: -377199.5344
ΔE to the lowest compared entry with this formula, charge and spin, eV: 0.9427
Gap between HOMO and LUMO (alpha / beta), eV: 5.7 / 5.7

Positions of all 72 atoms, in Å:
W  -2.17092  0.92383  -0.41208
O  -0.06342  1.70584  5.26288
C  0.39062  1.00547  4.20130
O  1.23906  1.44433  3.48828
C  -0.21233  -0.34757  4.02747
C  -0.20245  -1.38580  4.92566
N  -0.76538  -2.43968  4.29224
N  -1.14981  -2.16835  3.05261
C  -0.81022  -0.90149  2.87084
C  -1.13274  -0.21709  1.61764
O  -1.04355  1.03181  1.50375
O  -1.57151  -0.84832  0.60409
H  -0.82649  1.26138  5.65169
H  0.17989  -1.45914  5.92995
H  -0.91463  -3.36576  4.65641
Se  -4.14954  1.32704  0.63601
Te  -3.64867  1.34091  -2.81446
Te  -6.01142  2.30913  -2.38414
Se  -0.62520  0.13552  -2.32723
C  -3.82731  5.19947  0.09285
Si  -2.38284  5.02465  -1.06337
C  -2.88596  5.00371  -2.86148
C  -1.14228  6.39887  -0.79855
Se  -1.12074  3.18416  -0.49541
H  -4.34084  6.14596  -0.09968
H  -3.48717  5.19686  1.13019
H  -4.54722  4.39237  -0.03976
H  -3.12185  6.02915  -3.16194
H  -3.77545  4.40275  -3.05117
H  -2.06804  4.64891  -3.49080
H  -1.65721  7.36264  -0.76756
H  -0.41669  6.42845  -1.61344
H  -0.59760  6.27596  0.13808
C  5.49698  -0.08737  1.57124
C  4.00956  0.17791  1.38111
C  3.70791  0.85499  0.04818
C  2.20476  1.10607  -0.19854
Ge  1.47923  -0.31399  -1.32620
C  1.40082  -2.04559  -0.39244
C  2.22152  -3.13927  -1.07197
C  2.08771  -4.50249  -0.39391
C  2.60268  -4.51994  1.04083
H  5.69920  -0.57003  2.52837
H  6.06585  0.84450  1.54207
H  5.88573  -0.73502  0.78177
H  3.62980  0.80345  2.18989
H  3.45921  -0.76626  1.44437
H  4.14152  0.24665  -0.75645
H  4.24732  1.80587  0.00864
H  2.03844  2.06330  -0.69335
H  1.66171  1.15088  0.75018
H  2.39684  -0.45156  -2.55797
H  0.35603  -2.34145  -0.33972
H  1.73954  -1.88351  0.63440
H  3.27925  -2.85224  -1.09285
H  1.91252  -3.22710  -2.11817
H  2.63036  -5.24710  -0.98286
H  1.03461  -4.80543  -0.40757
H  3.64180  -4.18432  1.08388
H  2.55915  -5.52417  1.46512
H  2.01542  -3.86326  1.68596
Se  -3.80330  -0.94805  -1.56101
C  -2.80480  -2.21964  -2.59849
C  -2.87437  -2.28343  -3.97760
C  -2.14350  -3.27574  -4.61705
N  -1.39593  -4.17161  -3.97954
C  -1.35839  -4.10195  -2.65104
C  -2.04045  -3.14926  -1.91022
H  -3.46050  -1.57793  -4.55122
H  -2.16254  -3.34913  -5.69862
H  -0.74469  -4.84224  -2.14871
H  -1.95709  -3.12051  -0.83140

Results of the Löwdin charge analysis, in e, for atoms 1 through 8: W 0.36; O 0.13; C -0.47; O 0.15; C -0.07; C -0.01; N 0.01; N 0.15